Model 1:
ORCA calculation (ωB97M-V/def2-TZVPD) on 2 unconnected molecules or ions with the total composition C4H4.

Computed properties:
Multiplicity   1
Structure (SMILES)   C#C.C#C
Total charge   0

Element x y z (Å)
C 2.22 0.58 0.12
C 2.37 -0.64 -0.03
H 1.88 1.77 -0.18
H 2.37 -1.67 -0.09
C -1.65 0.30 -0.05
C -2.80 -0.20 -0.03
H -0.55 0.37 -0.20
H -3.84 -0.49 0.45

---

Model 2:
ORCA calculation (ωB97M-V/def2-TZVPD) on 2 unconnected molecules or ions with the total composition C4H4.

Computed properties:
Multiplicity   1
Structure (SMILES)   C#C.C#C
Total charge   0

Element x y z (Å)
C -1.70 1.17 0.29
C -1.00 1.80 1.11
H -1.87 0.50 -0.83
H -0.67 2.53 2.12
C 0.82 -1.11 -0.57
C 1.72 -1.82 -0.98
H 0.06 -0.55 -0.10
H 2.63 -2.51 -1.04

---

Q: Which of them is the least stable? A: model 2.

---

Model 1:
ORCA calculation (ωB97M-V/def2-TZVPD) on a single C2H8N4O molecule.

Computed properties:
Multiplicity   1
Structure (SMILES)   CCN/[N+]([O-])=N/N
Total charge   0

Element x y z (Å)
C -1.08 -1.86 -0.51
C -0.86 -0.53 -1.22
N 0.41 0.09 -0.95
N 0.41 0.95 0.29
O -0.62 1.56 0.57
N 1.53 0.99 0.84
N 1.61 1.78 1.95
H -1.11 -1.71 0.57
H -2.03 -2.29 -0.82
H -0.29 -2.56 -0.74
H -0.92 -0.66 -2.31
H -1.62 0.20 -0.93
H 1.18 -0.57 -0.83
H 0.86 2.46 2.03
H 2.54 2.15 2.06

---

Model 2:
ORCA calculation (ωB97M-V/def2-TZVPD) on a molecular structure, C2H8N4O.

Computed properties:
Multiplicity   1
Total charge   0

Element x y z (Å)
C -2.20 -0.08 0.32
C 0.12 -0.83 -0.16
H -3.08 1.09 0.23
H -2.29 -0.76 1.32
H -2.80 -0.98 -0.61
H 0.11 2.46 -0.14
H 0.41 0.83 -1.47
H 1.97 -1.35 -0.69
H 3.33 0.53 0.40
H 2.14 -0.47 1.48
N -0.65 0.34 0.31
N -0.35 1.43 -0.69
N 1.49 -0.59 -0.60
N 2.21 0.25 0.57
O -0.43 -1.87 -0.27

---

Model 3:
ORCA calculation (ωB97M-V/def2-TZVPD) on a single C2H8N4O molecule.

Computed properties:
Multiplicity   1
Structure (SMILES)   [H]/N=C/[C@@H](N)N(N)O
Total charge   0

Element x y z (Å)
H 2.51 -1.15 -0.94
N 1.50 -1.22 -0.80
C 0.98 -0.04 -0.58
C -0.57 0.18 -0.60
N -1.23 -1.06 -0.95
N -0.92 0.62 0.76
N 0.24 1.47 1.20
O -1.03 -0.48 1.66
H 1.66 0.83 -0.63
H -0.81 0.97 -1.32
H -0.83 -1.79 -0.35
H -0.94 -1.34 -1.88
H 0.98 1.00 1.71
H 0.40 2.36 0.73
H -1.94 -0.34 1.99

---

Q: Which of them is the least stable? A: model 2.

---

Model 1:
ORCA calculation (ωB97M-V/def2-TZVPD) on a single C3H6O3 molecule.

Computed properties:
Multiplicity   1
Structure (SMILES)   O=C[C@H](O)CO
Total charge   0

Element x y z (Å)
O 0.25 -2.20 -0.07
C 0.69 -1.14 0.32
C -0.25 0.00 0.68
O -1.57 -0.40 0.46
C 0.09 1.19 -0.22
O 0.54 0.75 -1.49
H 1.78 -0.96 0.40
H -0.09 0.28 1.74
H -1.53 -1.36 0.28
H -0.80 1.82 -0.30
H 0.91 1.78 0.20
H -0.19 0.29 -1.92

---

Model 2:
ORCA calculation (ωB97M-V/def2-TZVPD) on 2 unconnected molecules or ions with the total composition C3H6O3.

Computed properties:
Multiplicity   1
Structure (SMILES)   C1CO1.O=CO
Total charge   0

Element x y z (Å)
C -1.52 -0.38 0.52
C -0.27 -0.89 1.04
O -0.59 0.60 0.92
H -1.66 -0.46 -0.55
H -2.40 -0.45 1.14
H 0.40 -1.43 0.37
H -0.13 -1.11 2.09
O 1.48 -0.46 -0.92
C 1.53 0.67 -1.35
O 0.73 1.65 -0.96
H 2.26 0.97 -2.11
H 0.16 1.28 -0.20

---

Q: Which of them is the least stable? A: model 2.

---

Model 1:
ORCA calculation (ωB97M-V/def2-TZVPD) on a single C3H6O3 molecule.

Computed properties:
Multiplicity   1
Structure (SMILES)   CCC(=O)OO
Total charge   0

Element x y z (Å)
C 1.32 -0.60 -0.68
C 0.79 0.31 0.40
C -0.70 0.39 0.58
O -1.36 1.05 1.37
O -1.35 -0.27 -0.41
O -2.76 -0.03 -0.46
H 1.35 -0.20 -1.79
H 0.89 -1.55 -0.77
H 2.33 -0.80 -0.53
H 1.09 1.40 0.46
H 1.23 -0.13 1.35
H -2.82 0.44 0.46

---

Model 2:
ORCA calculation (ωB97M-V/def2-TZVPD) on a molecular structure, C3H6O3.

Computed properties:
Multiplicity   1
Total charge   0

Element x y z (Å)
C 1.67 -0.51 0.14
O 0.85 -0.12 1.21
C 0.03 0.66 0.22
O 0.25 1.79 -0.10
C -1.23 -0.16 0.09
O -2.02 0.09 -1.03
H 1.00 -0.24 -0.78
H 2.52 0.16 0.04
H 1.89 -1.58 0.07
H -1.00 -1.22 0.13
H -1.71 0.12 1.04
H -2.25 1.02 -1.02

---

Model 3:
ORCA calculation (ωB97M-V/def2-TZVPD) on a single C3H6O3 molecule.

Computed properties:
Multiplicity   1
Total charge   0

Element x y z (Å)
O -1.60 -0.03 -1.32
C -0.25 0.12 -1.21
C 0.27 0.98 -0.08
O -0.66 0.94 0.92
C 0.72 -0.45 -0.10
O 0.61 -1.03 1.51
H -1.91 0.36 -0.47
H 0.25 0.10 -2.19
H 0.88 1.89 -0.23
H 0.08 -0.17 1.77
H 1.64 -0.96 -0.26
H -0.04 -1.75 1.64

---

Model 4:
ORCA calculation (ωB97M-V/def2-TZVPD) on 2 unconnected molecules or ions with the total composition C3H6O3.

Computed properties:
Multiplicity   1
Structure (SMILES)   COC(=O)C=O.[H][H]
Total charge   0

Element x y z (Å)
C 2.02 -0.47 0.03
O 0.71 -0.38 0.62
C -0.06 0.60 0.14
O 0.25 1.36 -0.74
C -1.39 0.63 0.89
O -2.20 1.50 0.70
H 1.94 -0.76 -1.02
H 2.53 0.49 0.10
H 2.54 -1.24 0.60
H -1.55 -0.20 1.61
H -2.28 -1.11 -1.52
H -2.52 -0.42 -1.40

---

Q: Which of them is the least stable? A: model 3.

---

Model 1:
ORCA calculation (ωB97M-V/def2-TZVPD) on a single C3H6O3 molecule.

Computed properties:
Multiplicity   1
Total charge   0

Element x y z (Å)
O 1.69 0.79 -1.12
C 0.42 0.73 -1.34
C -0.15 -0.49 -0.60
O 0.85 -1.28 0.04
C -1.12 0.12 0.42
O -0.38 0.56 1.55
H 1.96 -0.04 -0.62
H -1.62 0.96 -0.09
H -0.69 -1.13 -1.31
H 0.84 -1.01 0.98
H -1.87 -0.58 0.79
H 0.08 1.38 1.32

---

Model 2:
ORCA calculation (ωB97M-V/def2-TZVPD) on a single C3H6O3 molecule.

Computed properties:
Multiplicity   1
Structure (SMILES)   O=C(O)CCO
Total charge   0

Element x y z (Å)
O -2.00 -0.36 0.50
C -1.03 0.38 0.39
O -0.67 1.33 1.32
C 0.00 0.18 -0.65
C 1.17 -0.75 -0.26
O 2.17 -0.64 -1.24
H -1.26 1.17 2.11
H 0.45 1.19 -0.96
H -0.54 -0.40 -1.39
H 0.75 -1.77 0.01
H 1.67 -0.40 0.71
H 2.06 -1.38 -1.99

---

Q: Which of them is the least stable? A: model 1.

---

Model 1:
ORCA calculation (ωB97M-V/def2-TZVPD) on 2 unconnected molecules or ions with the total composition C3H6O3.

Computed properties:
Multiplicity   1
Structure (SMILES)   C1CO1.O=CO
Total charge   0

Element x y z (Å)
C -1.64 -0.42 0.62
C -0.36 -0.93 1.11
O -0.60 0.48 0.98
H -1.87 -0.47 -0.44
H -2.51 -0.40 1.29
H 0.37 -1.30 0.40
H -0.27 -1.27 2.14
O 1.84 -0.38 -0.95
C 1.69 0.72 -1.43
O 0.75 1.60 -1.11
H 2.35 1.13 -2.21
H 0.22 1.22 -0.36

---

Model 2:
ORCA calculation (ωB97M-V/def2-TZVPD) on 2 unconnected molecules or ions with the total composition C3H6O3.

Computed properties:
Multiplicity   1
Structure (SMILES)   O=C[C@H]1CO1.O
Total charge   0

Element x y z (Å)
O -2.05 -0.41 0.90
C -1.22 0.46 0.76
C -0.20 0.39 -0.33
C 0.99 1.23 -0.35
O 1.00 0.07 0.45
H -1.06 1.25 1.51
H -0.47 -0.21 -1.20
H 1.63 1.13 -1.23
H 1.01 2.18 0.17
O 0.18 -2.25 -0.55
H 0.82 -1.69 -0.07
H -0.63 -2.13 -0.04

---

Q: Which of them is the least stable? A: model 2.